[1]
A molecular structure, C17H40BF4O8P3S2V. Source: the Open Molecules 2025 dataset; level of theory: ωB97M-V with the def2-TZVPD basis set.

Each line ends with the Mulliken charge.
Atoms and positions in Å:
V  0.5105  -0.6659  -0.5924  1.098
C  2.2035  2.7161  4.3126  -1.356
C  1.8543  1.8770  3.1088  -0.202
O  0.4295  1.6513  3.1221  -0.327
P  -0.2261  0.7719  1.9591  1.094
S  -0.1575  1.6782  0.1933  -0.742
S  0.5346  -1.0582  1.9197  -0.674
O  -1.7481  0.7779  2.4487  -0.365
C  -2.1048  0.1457  3.6914  -0.314
C  -3.6106  0.0490  3.7380  -0.996
H  3.2777  2.9032  4.3315  0.397
H  1.9269  2.2018  5.2330  0.321
H  1.6849  3.6742  4.2781  0.318
H  2.3589  0.9096  3.1303  0.364
H  2.1156  2.3831  2.1768  0.313
H  -1.7152  0.7471  4.5143  0.276
H  -1.6397  -0.8419  3.7281  0.386
H  -4.0615  1.0385  3.6606  0.289
H  -3.9247  -0.4025  4.6799  0.425
H  -3.9816  -0.5677  2.9182  0.038
C  -5.1545  1.2091  -2.1249  -1.589
C  -3.8813  1.3081  -1.3131  0.558
C  -4.0542  0.9677  0.1478  -0.675
O  -2.8681  0.4644  -1.9415  0.346
P  -2.4848  -1.0311  -1.8114  0.246
O  -1.4772  -1.4066  -0.7882  -0.581
C  -1.8659  -1.4178  -3.4603  -0.913
P  -0.4094  -0.4395  -3.8783  0.315
O  0.5211  -0.3250  -2.7235  0.515
O  0.2166  -1.0696  -5.1695  -0.500
C  1.3370  -2.0227  -5.2571  0.621
C  2.6389  -1.2795  -5.0628  -1.118
C  1.1446  -3.1917  -4.3152  -1.154
O  -1.0583  0.8872  -4.3896  -0.452
C  -0.3833  2.1807  -4.5158  0.469
C  0.9513  2.0497  -5.2199  -1.206
C  -0.2665  2.8268  -3.1512  -0.709
O  -3.8334  -1.8222  -1.6013  -0.047
C  -3.8352  -3.1238  -0.9226  0.729
C  -4.9817  -3.9063  -1.5190  -1.543
C  -3.9597  -2.9086  0.5703  -1.314
H  -5.8867  1.9210  -1.7427  0.485
H  -5.5749  0.2051  -2.0504  0.226
H  -4.9634  1.4381  -3.1731  0.338
H  -3.4479  2.3041  -1.4066  0.347
H  -4.5303  -0.0070  0.2648  0.128
H  -4.6982  1.7177  0.6100  0.553
H  -3.0966  0.9720  0.6658  -0.200
H  -2.6411  -1.2548  -4.2100  0.484
H  -1.5763  -2.4700  -3.4578  0.177
H  1.2566  -2.3661  -6.2882  0.292
H  2.7172  -0.8841  -4.0525  0.091
H  2.7246  -0.4708  -5.7892  0.305
H  3.4709  -1.9685  -5.2123  0.493
H  1.1766  -2.8767  -3.2726  0.033
H  1.9571  -3.9041  -4.4581  0.498
H  0.2050  -3.7057  -4.5265  0.329
H  -1.0746  2.7442  -5.1420  0.310
H  1.6598  1.4955  -4.6017  0.165
H  1.3630  3.0442  -5.3910  0.541
H  0.8441  1.5461  -6.1803  0.317
H  0.4685  2.3071  -2.5376  -0.031
H  -1.2232  2.8095  -2.6291  -0.021
H  0.0494  3.8647  -3.2678  0.503
H  -2.8836  -3.6130  -1.1430  0.302
H  -5.9255  -3.3917  -1.3338  0.314
H  -5.0306  -4.8941  -1.0605  0.408
H  -4.8552  -4.0282  -2.5945  0.383
H  -4.9108  -2.4279  0.8055  0.285
H  -3.1362  -2.2993  0.9416  0.139
H  -3.9275  -3.8728  1.0803  0.577
F  2.6476  -0.5340  -0.7082  -0.456
B  2.9234  -1.9411  -0.9453  0.424
F  1.5623  -2.4960  -1.0196  -0.438
F  3.5363  -2.1043  -2.1614  -0.316
F  3.5968  -2.4850  0.1024  -0.326

Cartesian forces (eV/Å) of the 2 atoms listed first:
0.1 0.0 0.0
0.0 0.0 0.0

Calculated values
* frontier orbital gap (alpha / beta): 7.71 / 8.82 eV
* 2S+1: 4
* total charge: 0
* HOMO level (alpha / beta): -7.30 / -8.41 eV
* largest force on an atom: 0.25 eV Å⁻¹
* relative energy (zero: lowest compared OMol25 entry of this formula, charge and spin): 0.0 kJ/mol

=====

[2]
A molecular structure, C17H40BeF3O15S4 in a non-equilibrium geometry. Source: the Open Molecules 2025 dataset; level of theory: ωB97M-V with the def2-TZVPD basis set.

Each line ends with the Mulliken charge.
Atoms and positions in Å:
Be  -20.4090  -25.6848  -8.9297  0.652
C  -15.1425  -23.1814  -8.1500  -0.384
O  -16.3822  -23.7034  -8.5610  -0.144
H  -15.0101  -22.9937  -7.0845  0.286
H  -14.1714  -23.5785  -8.4456  0.286
H  -15.0617  -22.1842  -8.5829  0.302
O  -6.8120  -24.0214  -7.5630  -0.583
S  -7.2149  -24.6127  -8.8248  1.119
O  -6.4268  -24.4449  -10.0561  -0.577
O  -7.5314  -26.2583  -8.6540  -0.301
C  -8.1350  -26.8005  -7.4535  -0.022
C  -8.1736  -28.2961  -7.4619  -1.298
C  -8.9152  -24.0856  -9.1375  -0.919
H  -9.1348  -26.4156  -7.2527  0.261
H  -7.6197  -26.5606  -6.5234  0.292
H  -7.1820  -28.7316  -7.3388  0.299
H  -8.5018  -28.7168  -8.4123  0.351
H  -8.8814  -28.7142  -6.7461  0.373
H  -8.8947  -23.1026  -9.6080  0.400
H  -9.4190  -24.1730  -8.1749  0.294
H  -9.2379  -24.8371  -9.8580  0.313
O  -13.2235  -22.1689  -15.9870  -0.598
S  -13.3348  -23.6239  -15.9680  1.150
O  -14.4646  -24.2297  -16.6604  -0.591
O  -11.9787  -24.2755  -16.5961  -0.279
C  -10.7711  -23.6500  -16.2395  -0.035
C  -9.5653  -24.4527  -16.6072  -1.299
C  -13.1271  -24.3041  -14.2077  -0.924
H  -10.7302  -23.4199  -15.1748  0.256
H  -10.6262  -22.6858  -16.7268  0.267
H  -8.6905  -23.8692  -16.3204  0.376
H  -9.5823  -24.4681  -17.6970  0.316
H  -9.3739  -25.4424  -16.1925  0.342
H  -14.0449  -24.0922  -13.6592  0.361
H  -12.3323  -23.7515  -13.7067  0.334
H  -12.9105  -25.3718  -14.2420  0.324
O  -12.1636  -15.9139  -4.1465  -0.560
S  -11.5534  -16.2834  -5.4240  1.060
O  -11.0536  -15.2389  -6.3598  -0.583
O  -10.2852  -17.3564  -5.1507  -0.280
C  -8.9601  -17.1480  -5.7245  -0.240
C  -8.1138  -15.9844  -5.2213  -1.055
C  -12.6602  -17.5186  -6.3358  -0.864
H  -9.0403  -17.1377  -6.8115  0.295
H  -8.5129  -18.1065  -5.4611  0.317
H  -8.0404  -16.0126  -4.1342  0.289
H  -8.5342  -15.0163  -5.4940  0.307
H  -7.0927  -15.9612  -5.6018  0.365
H  -13.6992  -17.2226  -6.4812  0.358
H  -12.6046  -18.4238  -5.7311  0.259
H  -12.2509  -17.9107  -7.2668  0.332
O  -21.5777  -21.5254  -6.0364  -0.611
S  -21.6201  -20.0559  -5.8837  1.119
O  -22.5533  -19.3161  -6.7393  -0.603
O  -21.8500  -19.5981  -4.3090  -0.259
C  -22.0518  -18.2538  -4.0681  -0.042
C  -22.3389  -18.1635  -2.6138  -1.321
C  -19.9090  -19.4495  -6.1956  -0.841
H  -22.8610  -17.8150  -4.6518  0.330
H  -21.2139  -17.6170  -4.3518  0.256
H  -22.6332  -17.1335  -2.4123  0.383
H  -21.4329  -18.4078  -2.0592  0.296
H  -23.1473  -18.7314  -2.1534  0.339
H  -19.7295  -19.4930  -7.2698  0.338
H  -19.3427  -20.1716  -5.6075  0.302
H  -19.8613  -18.4341  -5.8021  0.316
C  -15.1817  -19.4151  -1.5572  -1.168
C  -13.7773  -20.0690  -1.5684  -0.154
O  -13.8368  -21.4903  -1.6721  -0.242
C  -12.9498  -22.1687  -2.4607  0.393
O  -12.1431  -21.6593  -3.2863  -0.575
C  -12.9995  -23.6791  -2.3885  0.875
F  -14.0174  -24.0707  -1.6192  -0.222
F  -13.2800  -24.0450  -3.6533  -0.246
F  -11.7991  -24.2317  -2.0305  -0.219
H  -15.6209  -19.2722  -2.5445  0.281
H  -15.2491  -18.4666  -1.0244  0.375
H  -15.8441  -20.0473  -0.9658  0.341
H  -13.2940  -19.8127  -0.6256  0.278
H  -13.2050  -19.5331  -2.3256  0.283

Cartesian forces (eV/Å) of the 2 atoms listed first:
0.2 0.1 0.1
-1.7 -1.8 0.7

Calculated values
* frontier orbital gap: 2.58 eV
* total charge: +1
* HOMO level: -12.60 eV
* largest force on an atom: 5.31 eV Å⁻¹
* relative energy (zero: lowest compared OMol25 entry of this formula, charge and spin): 397.8 kJ/mol

=====

[3]
10 unconnected molecules or ions with the total composition C17H40ClO19 in a non-equilibrium geometry. Source: the Open Molecules 2025 dataset; level of theory: ωB97M-V with the def2-TZVPD basis set.

Each line ends with the Mulliken charge.
Atoms and positions in Å:
Cl  -0.4965  1.5589  -0.6356  1.583
O  -1.3063  0.9078  0.3484  -0.626
O  0.1051  2.7050  0.0380  -0.676
O  0.5062  0.6271  -1.0284  -0.641
O  -1.1686  2.0070  -1.8452  -0.643
C  0.7831  -0.0022  -7.3881  -0.238
C  -0.1352  -1.2207  -7.5651  -0.155
O  -0.2316  -1.2145  -8.9927  -0.361
C  0.2756  -0.1335  -9.6101  0.757
O  0.3198  0.1590  -10.8156  -0.600
O  0.8457  0.5577  -8.6931  -0.346
H  1.7583  -0.3679  -7.0668  0.217
H  0.4338  0.8406  -6.7915  0.249
H  -1.1030  -1.0900  -7.0810  0.221
H  0.2870  -2.1252  -7.1273  0.255
C  -5.7759  4.5028  1.8229  -0.272
C  -4.8595  5.4287  1.1431  -0.199
O  -5.6529  6.5984  1.0360  -0.339
C  -6.9645  6.2902  1.1209  0.688
O  -7.8786  7.0057  0.8110  -0.539
O  -7.0543  5.0360  1.6008  -0.340
H  -5.4439  4.4224  2.8579  0.241
H  -5.8199  3.5164  1.3613  0.264
H  -4.5720  5.0093  0.1790  0.239
H  -3.9952  5.6022  1.7841  0.257
C  4.4621  3.3966  -3.2268  -0.252
C  5.5212  2.8625  -2.2627  -0.196
O  6.1280  1.8697  -3.0270  -0.345
C  5.4421  1.5921  -4.1248  0.717
O  5.6791  0.6752  -4.8974  -0.580
O  4.6276  2.5988  -4.3793  -0.329
H  4.5620  4.4563  -3.4613  0.230
H  3.4210  3.2311  -2.9496  0.261
H  5.1018  2.4719  -1.3355  0.244
H  6.2421  3.6505  -2.0451  0.249
O  -6.2540  -1.4808  2.3275  -0.634
H  -6.5536  -1.2943  3.2173  0.314
H  -5.3551  -1.1526  2.3032  0.320
O  -1.0627  4.0505  4.7855  -0.642
H  -0.4423  4.7795  4.7802  0.312
H  -0.6909  3.4145  4.1744  0.329
C  4.1868  2.0922  6.1705  -1.073
C  4.1867  1.9325  4.6661  -0.151
O  3.8252  0.7217  4.3015  -0.505
H  4.8599  1.4531  6.7420  0.307
H  3.1775  1.8177  6.4772  0.281
H  4.3696  3.1513  6.3524  0.317
H  5.2006  2.1346  4.3207  0.241
H  3.4081  2.6133  4.3223  0.257
H  3.4793  0.7372  3.4062  0.326
C  3.0901  -4.6933  -0.7372  -0.943
C  3.0196  -4.7343  0.7533  -0.258
O  1.9586  -5.6418  0.9921  -0.517
H  3.9785  -4.1683  -1.0883  0.318
H  2.2342  -4.2211  -1.2194  0.307
H  3.1288  -5.7397  -1.0396  0.269
H  2.8048  -3.7508  1.1712  0.210
H  3.9660  -5.0384  1.2005  0.307
H  1.2030  -5.0962  0.7621  0.306
C  -2.3501  -4.7748  -3.0859  -0.913
C  -2.8976  -5.0104  -1.5786  -0.313
O  -1.9830  -4.4465  -0.6400  -0.494
H  -2.2745  -3.7172  -3.3387  0.265
H  -2.9371  -5.3279  -3.8190  0.345
H  -1.3782  -5.2620  -3.1643  0.251
H  -3.1731  -6.0449  -1.3740  0.309
H  -3.8061  -4.4211  -1.4547  0.253
H  -2.1057  -3.4944  -0.6264  0.298
C  -1.1081  -2.3953  4.9450  -0.832
C  -1.3272  -2.8241  6.3924  -0.350
O  -2.6953  -2.5409  6.7657  -0.514
H  -1.7108  -3.0043  4.2712  0.234
H  -0.0861  -2.7555  4.8271  0.257
H  -1.1988  -1.3105  4.8905  0.364
H  -0.5672  -2.4641  7.0858  0.282
H  -1.2836  -3.9126  6.3563  0.259
H  -2.8800  -1.6057  6.6525  0.302

Cartesian forces (eV/Å) of the 2 atoms listed first:
1.0 1.2 0.2
-1.6 -0.3 -0.1

Calculated values
* frontier orbital gap: 8.49 eV
* total charge: -1
* HOMO level: -6.65 eV
* largest force on an atom: 4.84 eV Å⁻¹

=====

Q: Which of these has the highest total charge?
A: C17H40BeF3O15S4